No. 1
Formula: C4H11N2O
Source: OMol25
Level of theory: wB97M-V/def2-TZVPD

CARTESIAN COORDINATES (ANGSTROEM)
1 O 1.714 0.616 1.002
2 C 1.290 0.438 -0.153
3 N 1.965 0.939 -1.244
4 C -0.190 -0.235 -0.386
5 N -0.819 0.037 0.997
6 C -0.577 -1.088 1.970
7 C -1.009 0.225 -1.565
8 H 3.030 1.201 -1.104
9 H 1.821 0.729 -2.256
10 H 0.080 -1.337 -0.472
11 H -0.553 0.968 1.156
12 H -1.806 0.139 0.691
13 H 0.425 -1.232 2.301
14 H -0.917 -0.710 3.023
15 H -0.953 -2.014 1.635
16 H -1.343 1.401 -1.295
17 H -0.233 0.310 -2.333
18 H -1.923 -0.388 -1.967

Forces on the atoms, in the same order (eV/Å):
-1.34 -0.74 -2.27
0.44 1.25 0.19
2.65 -0.23 -0.47
2.64 -1.30 0.87
-1.35 -2.81 -3.18
-0.47 2.82 3.69
-1.20 2.94 0.25
-3.14 -0.65 0.12
-0.41 -0.02 1.57
-0.68 1.19 0.38
1.08 1.44 1.65
0.20 -0.55 1.07
1.32 0.32 -1.10
-0.52 -0.98 -2.05
-0.99 -0.65 -0.45
0.62 -3.10 -1.09
-0.73 0.07 -0.37
1.88 1.00 1.19

The SMILES is C[NH2+][C@@H](C)C(N)=O. The value obtained for the HOMO-LUMO gap is 11.4 eV. The calculation puts the HOMO energy at -14.5 eV. Its spin multiplicity is 1. The calculation puts the energy at -343.4716 Eh. The value obtained for the LUMO energy is -3.12 eV. The charge is +1.

No. 2
Formula: C30H46BrN3P2Re
Source: OMol25
Level of theory: wB97M-V/def2-TZVPD

CARTESIAN COORDINATES (ANGSTROEM)
1 N -4.965 1.295 -2.895
2 C -4.945 1.731 -1.630
3 C -3.759 1.741 -0.869
4 C -2.541 1.414 -1.494
5 C -2.566 0.996 -2.829
6 C -3.823 0.919 -3.475
7 C -1.258 1.654 -0.733
8 Re 0.095 0.298 -0.098
9 P 2.211 -0.415 0.017
10 C 0.069 1.655 -1.476
11 C 0.824 2.893 -0.992
12 C 1.429 2.834 0.252
13 C 1.945 3.972 0.895
14 C 1.588 5.222 0.358
15 C 0.904 5.299 -0.877
16 C 0.542 4.138 -1.567
17 Br 2.011 6.731 1.282
18 H -1.447 2.552 -0.111
19 H 0.032 1.507 -2.559
20 H -3.800 2.072 0.169
21 H -1.673 0.753 -3.401
22 H -5.894 2.084 -1.195
23 H -3.880 0.565 -4.513
24 H 1.413 1.863 0.785
25 H -0.010 4.174 -2.515
26 H 2.576 3.888 1.779
27 H 0.640 6.264 -1.301
28 P -0.790 -1.667 -0.925
29 C 3.691 0.700 0.253
30 C 5.077 0.077 0.178
31 H 3.530 1.127 1.253
32 H 3.607 1.541 -0.447
33 H 5.798 0.719 0.714
34 H 5.113 -0.914 0.661
35 H 5.410 -0.031 -0.857
36 C 2.673 -1.165 -1.659
37 C 3.986 -1.872 -1.992
38 H 2.549 -0.325 -2.361
39 H 1.861 -1.868 -1.884
40 H 3.801 -2.636 -2.765
41 H 4.721 -1.191 -2.436
42 H 4.433 -2.385 -1.126
43 C 2.347 -1.142 1.805
44 C 3.636 -1.847 2.210
45 H 1.501 -1.817 1.966
46 H 2.186 -0.300 2.500
47 H 3.451 -2.558 3.032
48 H 4.057 -2.420 1.371
49 H 4.395 -1.147 2.597
50 C -0.234 -3.095 0.158
51 C -1.295 -4.109 0.566
52 H 0.247 -2.687 1.054
53 H 0.584 -3.590 -0.391
54 H -2.070 -3.670 1.203
55 H -1.778 -4.580 -0.295
56 H -0.812 -4.905 1.148
57 C -0.491 -2.674 -2.521
58 C -1.173 -2.167 -3.784
59 H -0.841 -3.699 -2.305
60 H 0.594 -2.774 -2.684
61 H -2.252 -2.378 -3.788
62 H -1.010 -1.093 -3.938
63 H -0.739 -2.694 -4.651
64 C -2.636 -1.861 -1.072
65 C -3.522 -1.524 0.117
66 H -2.842 -2.894 -1.389
67 H -2.913 -1.213 -1.920
68 H -4.509 -1.990 -0.022
69 H -3.128 -1.843 1.087
70 H -3.708 -0.448 0.175
71 N -2.012 0.862 5.810
72 C -1.657 0.740 4.516
73 C -1.785 -0.473 3.814
74 C -1.267 -0.564 2.532
75 N -0.722 0.505 1.899
76 C -0.665 1.692 2.546
77 C -1.114 1.843 3.838
78 H -2.387 0.082 6.334
79 H -1.875 1.746 6.281
80 H -2.248 -1.342 4.272
81 H -1.263 -1.512 1.978
82 H -0.216 2.525 2.008
83 H -1.010 2.805 4.327

Forces on the atoms, in the same order (eV/Å):
3.82 -0.07 2.25
-1.56 0.28 0.45
-0.33 -0.11 -1.18
0.70 0.33 0.16
-1.60 0.35 0.11
-0.28 -0.09 -1.70
-1.90 1.80 -1.94
-2.75 -2.46 5.75
5.84 -0.62 -1.25
0.05 3.12 -1.25
-1.63 -0.62 -0.62
0.65 0.69 1.43
-0.42 -1.77 -0.19
0.46 0.42 -0.17
-0.77 -0.65 -1.46
0.52 1.56 0.06
-0.01 -0.09 -0.19
0.44 -0.65 0.10
0.20 -0.08 0.20
-0.16 0.01 -0.35
-0.44 -0.04 0.06
0.42 -0.16 -0.22
-0.03 0.12 0.29
0.80 0.61 -0.07
0.35 0.22 0.42
-0.37 0.10 -0.01
0.06 -0.04 0.17
-1.44 -3.47 -1.18
-0.78 0.89 0.29
0.47 -0.51 0.09
0.12 0.05 -0.11
0.07 -0.18 0.00
-0.33 -0.20 -0.29
0.18 0.67 -0.46
0.01 0.10 0.34
-0.42 -1.00 0.35
0.55 -0.45 -0.05
-0.21 0.10 0.45
0.22 0.36 0.16
-0.02 0.24 0.34
-0.16 -0.18 0.33
-0.11 0.19 -0.41
-1.14 -0.54 0.07
0.78 -0.41 -0.05
0.20 0.11 0.01
-0.13 0.07 -0.64
-0.23 0.26 -0.34
-0.05 0.04 0.47
-0.34 -0.26 -0.36
0.56 0.51 0.52
-0.12 -0.22 0.11
-0.22 -0.21 -0.11
-0.24 0.22 0.04
0.11 -0.12 -0.14
0.06 0.04 0.14
-0.11 0.16 -0.19
0.77 0.50 -0.38
0.04 -0.07 -0.39
0.01 0.53 0.36
-0.48 0.09 0.02
0.32 0.13 0.00
0.03 -0.29 -0.09
-0.23 0.24 0.32
-0.17 0.53 0.10
-0.45 0.26 0.24
0.44 0.27 0.05
0.09 -0.46 0.30
0.34 0.06 0.13
-0.20 -0.06 -0.30
0.13 -0.16 0.17
0.23 -0.15 -1.15
-0.51 0.06 1.78
0.43 -0.63 -1.15
-0.46 -0.18 0.92
0.52 -0.20 -1.67
-0.41 0.25 1.03
0.68 0.49 -1.18
0.03 0.19 0.00
-0.13 -0.21 0.12
0.15 0.09 -0.04
-0.13 0.50 0.40
-0.31 -0.15 0.22
-0.05 -0.10 -0.03

The value obtained for the HOMO-LUMO gap (alpha / beta) is 6.5 / 4.4 eV. The calculation puts the HOMO energy (alpha / beta) at -19.2 / -19.2 eV. Its spin multiplicity is 4. The calculation puts the energy at -4668.3078 Eh. The value obtained for the LUMO energy (alpha / beta) is -12.69 / -14.79 eV. The charge is +4.

No. 3
Formula: C6H6N2
Source: OMol25
Level of theory: wB97M-V/def2-TZVPD

CARTESIAN COORDINATES (ANGSTROEM)
1 C 1.836 0.593 -0.062
2 C 0.300 -0.681 -0.034
3 C -0.875 -1.484 -0.114
4 C -2.082 0.477 0.020
5 C -0.912 1.274 -0.009
6 C 0.309 0.659 -0.078
7 H 2.362 0.778 0.905
8 H 2.397 0.925 -0.930
9 H 2.073 -1.383 0.743
10 H -0.937 -2.574 -0.222
11 H -3.110 0.865 0.008
12 H -1.022 2.364 -0.143
13 N 1.700 -0.943 -0.083
14 N -2.038 -0.872 -0.001

Forces on the atoms, in the same order (eV/Å):
0.99 -0.90 1.14
-0.97 -4.14 -0.53
0.92 0.55 0.70
0.81 -0.44 0.04
-1.66 1.99 -0.92
0.22 0.15 0.72
-0.56 0.84 -0.82
-0.09 0.31 0.09
0.06 -0.10 0.16
0.50 0.44 0.16
0.74 0.26 0.16
0.00 -0.59 0.39
-0.50 0.94 -0.81
-0.47 0.68 -0.49

The value obtained for the HOMO-LUMO gap is 9.5 eV. The calculation puts the HOMO energy at -8.6 eV. Its spin multiplicity is 1. The calculation puts the energy at -341.6725 Eh. The value obtained for the LUMO energy is 0.88 eV. The charge is 0.

No. 4
Formula: C4H4N2O
Source: OMol25
Level of theory: wB97M-V/def2-TZVPD

CARTESIAN COORDINATES (ANGSTROEM)
1 N 0.365 -2.535 -0.313
2 C -0.285 -1.506 -0.466
3 C -1.078 -0.460 -0.596
4 O -1.263 0.430 0.454
5 C -0.262 1.419 0.463
6 C 1.083 0.859 0.735
7 N 2.130 0.416 0.919
8 H -1.498 -0.181 -1.558
9 H 1.369 -2.424 -0.487
10 H -0.220 1.934 -0.505
11 H -0.513 2.144 1.239

Forces on the atoms, in the same order (eV/Å):
-0.31 0.62 -0.13
0.19 -0.36 0.09
0.24 -0.22 -0.35
0.08 -0.14 0.15
0.11 0.28 0.01
0.39 -0.13 0.07
-0.54 0.21 -0.08
-0.01 -0.17 0.15
-0.19 -0.01 0.05
0.04 0.02 0.11
0.01 -0.10 -0.05

The SMILES is N#CCOC=C=N. The value obtained for the HOMO-LUMO gap is 9.9 eV. The calculation puts the HOMO energy at -9.3 eV. Its spin multiplicity is 1. The calculation puts the energy at -339.4805 Eh. The value obtained for the LUMO energy is 0.61 eV. The charge is 0.

So what do the calculations give for relative energy (zero: lowest compared OMol25 entry of this formula, charge and spin)? Going down the list: 58.1 0.0 31.4 63.5 kcal per mole.